An isolated molecule of C4H6OS2. Source: the OMol25 dataset; level of theory: ωB97M-V/def2-TZVPD.

Calculated values
HOMO = -0.3286 Ha
DFT total energy = -27958.7901 eV
energy above the lowest of the compared OMol25 structures with the same formula, charge and spin = 103.5 kcal/mol
HOMO-LUMO gap = 0.2541 Eh
structure (SMILES) = C=C(C)OSC=S

Geometry as ORCA input:
```
! wB97M-V def2-TZVPD RIJCOSX def2/J DEFGRID3
* xyz 0 1
C -0.29279 1.03089 -0.40246
C -0.86683 -0.11407 0.02154
C 3.10796 -0.42367 0.27792
C -2.40726 -0.21484 0.05338
O -0.32264 -1.27372 0.47640
S 3.51819 1.09653 -0.11204
S 1.59712 -1.26779 0.44643
H 0.84166 1.27601 -0.34170
H -0.87654 1.83871 -0.95015
H -2.73095 -1.25943 0.23482
H -2.78407 0.50512 0.67304
H -2.62929 0.06881 -0.99993
H 3.84545 -1.26256 0.62275
*
```

***

A structure of composition C12H14FIN2Ru. Source: the OMol25 dataset; level of theory: ωB97M-V/def2-TZVPD.

Calculated values
HOMO (spin up / spin down) = -0.5570 / -0.5846 Ha
DFT total energy = -29031.6931 eV
HOMO-LUMO gap (spin up / spin down) = 0.2331 / 0.1317 Eh

Geometry as ORCA input:
```
! wB97M-V def2-TZVPD RIJCOSX def2/J DEFGRID3
* xyz 2 5
C 0.30298 0.79269 3.86498
C 0.31287 -0.64701 3.86988
H 1.26481 1.14148 4.27725
H -0.51811 1.04501 4.52812
H 0.07549 1.37581 2.94930
H 0.34059 -1.23553 2.92535
H 1.17746 -0.98573 4.52024
H -0.61906 -0.84963 4.38599
C 0.15177 2.54306 -0.32716
C 0.18587 3.43155 -1.40958
C 0.06583 2.87849 -2.71362
C -0.08765 1.51306 -2.89545
H 0.23456 2.88115 0.70767
H 0.28310 4.47514 -1.25289
H 0.06911 3.53373 -3.60985
H -0.24349 1.02317 -3.82240
N 0.02260 1.24716 -0.49603
C -0.08033 0.69763 -1.73485
C -0.21570 -0.74228 -1.72618
N -0.18636 -1.30410 -0.51175
C -0.30549 -2.61571 -0.31994
C -0.54462 -2.92241 -2.68588
C -0.50973 -3.46636 -1.38958
H -0.23113 -2.95567 0.70427
H -0.64469 -4.52066 -1.20839
C -0.40259 -1.53368 -2.89660
H -0.45025 -1.03650 -3.81313
H -0.69719 -3.56024 -3.57991
Ru 0.13876 -0.08442 1.06110
I 2.74952 -0.15477 1.06535
F -1.63892 0.03557 1.53370
*
```

***

An isolated molecule of C4H8O2. Source: the OMol25 dataset; level of theory: ωB97M-V/def2-TZVPD.

Calculated values
HOMO = -0.3274 Ha
DFT total energy = -8371.1618 eV
energy above the lowest of the compared OMol25 structures with the same formula, charge and spin = 48.9 kcal/mol
HOMO-LUMO gap = 0.3629 Eh
structure (SMILES) = C=COCCO

Geometry as ORCA input:
```
! wB97M-V def2-TZVPD RIJCOSX def2/J DEFGRID3
* xyz 0 1
C 0.70283 -0.65563 1.00637
C 1.23256 -1.82743 0.68799
O 0.46634 0.59728 -1.61531
C -0.86081 0.76119 -1.16837
C -1.00819 0.80010 0.34455
O -0.64108 -0.42296 0.94780
H 1.29785 0.18501 1.37813
H 1.04939 1.16414 -1.09774
H 2.29677 -2.00140 0.79663
H 0.60685 -2.62113 0.29304
H -1.40759 -0.10605 -1.54929
H -1.32201 1.66899 -1.59009
H -2.05730 0.96554 0.61035
H -0.41865 1.63432 0.76653
*
```

***

A structure of composition C15H29N2NdO4P2. Source: the OMol25 dataset; level of theory: ωB97M-V/def2-TZVPD.

Calculated values
HOMO (spin up / spin down) = -0.1783 / -0.1750 Ha
DFT total energy = -61048.3215 eV
HOMO-LUMO gap (spin up / spin down) = 0.1903 / 0.1873 Eh

Geometry as ORCA input:
```
! wB97M-V def2-TZVPD RIJCOSX def2/J DEFGRID3
* xyz 0 4
C -0.93703 1.08577 -3.95571
C -1.04178 0.61542 -2.62706
N -0.15430 1.04077 -1.63006
C 0.66694 2.06494 -1.96070
C 0.72612 2.61772 -3.23768
C -0.07127 2.10564 -4.25102
C -2.07749 -0.31886 -2.33282
P -2.82778 -0.55446 -0.70098
Nd -0.19363 -0.36837 0.61127
P 2.16240 1.82155 0.51441
C 1.55619 2.77271 -0.94805
O -0.75808 -2.86762 -2.81236
O -0.17248 -2.65969 -0.12074
H -1.59559 0.64977 -4.71531
H 1.42175 3.43350 -3.39823
H -0.01790 2.53322 -5.24743
C -4.29402 0.51023 -0.88084
C -3.53444 -2.25811 -0.72957
H 2.49189 3.09298 -1.44297
H 1.05770 3.66401 -0.52710
H -1.20710 -2.01655 -2.80614
H -2.71902 -0.62057 -3.18783
C 2.70553 3.00252 1.77447
C 3.74362 1.12781 -0.08081
H 1.94940 -1.45390 0.30431
H 0.30237 -3.44503 0.23592
H -0.39101 -2.82749 -1.05906
H 0.06076 -2.65961 -3.29458
H 0.92521 1.39884 1.24491
H 2.32833 -0.79844 0.37560
H -5.06242 0.00088 -1.48120
H -4.65304 0.72651 0.13541
H -4.00745 1.45314 -1.36864
H -4.25582 -2.35384 -1.55047
H -2.76175 -3.03254 -0.82726
H -4.04087 -2.40229 0.23598
H 4.49122 1.95095 -0.12092
H 4.12260 0.34750 0.60086
H 3.66213 0.69584 -1.09554
H 3.60920 3.51230 1.40258
H 1.88865 3.70629 1.97824
H 2.90629 2.41239 2.68415
O -1.23354 -0.04468 2.79014
C -0.38475 -0.80097 3.38107
C -0.34427 -1.23812 4.82466
C 0.86085 -2.16498 4.87029
C 1.39469 -2.19662 3.45583
O 2.32302 -2.83033 2.98092
N 0.62544 -1.32732 2.66642
H -0.21634 -0.37783 5.49194
H -1.26829 -1.75685 5.09904
H 1.63787 -1.78991 5.54368
H 0.60126 -3.17820 5.18899
*
```

***

A structure of composition C8H19AlFN2O4. Source: the OMol25 dataset; level of theory: ωB97M-V/def2-TZVPD.

Calculated values
HOMO = -0.1977 Ha
DFT total energy = -29094.7530 eV
energy above the lowest of the compared OMol25 structures with the same formula, charge and spin = 4.2 kcal/mol
HOMO-LUMO gap = 0.3123 Eh

Geometry as ORCA input:
```
! wB97M-V def2-TZVPD RIJCOSX def2/J DEFGRID3
* xyz -1 1
C 0.31249 -2.87963 -0.96976
C -1.13872 -2.95984 -1.48290
C -1.88283 -1.61852 -1.56918
O -2.65134 -1.33158 -0.43122
Al -1.97182 -0.26841 0.82061
F -0.28157 -0.54317 1.03183
C -2.26677 1.69275 0.38851
C -1.33715 2.34139 -0.62303
O 0.01657 1.87236 -0.41084
C 0.99174 2.72289 -0.07628
C 1.99634 3.04696 -1.15332
O 1.11036 3.13368 1.06335
H 0.36351 -3.13786 0.09205
H 0.68153 -1.85163 -1.04778
H 0.98228 -3.53568 -1.53076
H -1.13717 -3.42076 -2.47887
H -1.72284 -3.61876 -0.83433
H -2.56441 -1.68141 -2.43437
H -1.16058 -0.82027 -1.81532
H -2.70540 -0.60983 2.22101
H -2.19741 2.22962 1.34484
H -3.28839 1.85973 0.01549
H -1.35092 3.43820 -0.55113
H -1.61687 2.06914 -1.64491
H 2.99884 2.93237 -0.73354
H 1.86398 4.09111 -1.44809
H 1.89357 2.40913 -2.02841
C 2.49487 -0.62851 2.24377
O 3.61932 -0.51360 2.72302
N 1.94558 -1.85759 1.96988
N 1.69248 0.41732 1.93495
H 1.02693 -1.96608 1.57698
H 2.49759 -2.66537 2.17795
H 2.02259 1.34582 2.11798
H 0.76361 0.30604 1.54181
*
```

***

A cluster of 2 separate species, C3H3N2P in total. Source: the OMol25 dataset; level of theory: ωB97M-V/def2-TZVPD.

Calculated values
HOMO = -0.3841 Ha
DFT total energy = -15425.5171 eV
energy above the lowest of the compared OMol25 structures with the same formula, charge and spin = 41.5 kcal/mol
HOMO-LUMO gap = 0.3505 Eh
structure (SMILES) = C=PC#N.C#N

Geometry as ORCA input:
```
! wB97M-V def2-TZVPD RIJCOSX def2/J DEFGRID3
* xyz 0 1
C -0.15425 -0.02863 -0.61564
C -1.76017 -2.24560 1.77519
C 1.53856 1.80960 -1.13610
N -1.22440 -0.41102 -0.75324
N -2.12123 -1.31346 2.31398
P 1.43496 0.45730 -0.19236
H 0.93091 2.52075 -1.55819
H 2.56861 2.18981 -0.92304
H -1.21298 -2.97875 1.08940
*
```

***

An isolated molecule of C4H7NO. Source: the OMol25 dataset; level of theory: ωB97M-V/def2-TZVPD.

Calculated values
HOMO = -0.3003 Ha
DFT total energy = -7795.5473 eV
energy above the lowest of the compared OMol25 structures with the same formula, charge and spin = 94.5 kcal/mol
HOMO-LUMO gap = 0.3270 Eh

Geometry as ORCA input:
```
! wB97M-V def2-TZVPD RIJCOSX def2/J DEFGRID3
* xyz 0 1
C -1.72661 -0.46020 0.30352
C -0.31553 -0.52638 -0.23139
C 0.03350 0.10523 -1.52514
N 0.50730 0.69383 0.00494
C 1.82408 0.59436 0.47850
O 2.39348 -0.44742 0.66411
H -1.76754 -0.63347 1.38499
H -2.30893 -1.24566 -0.18895
H -2.19647 0.49928 0.06354
H 0.24078 -1.39100 0.14131
H 0.98144 -0.35814 -1.85227
H 0.04723 1.58736 0.11594
H 2.28726 1.58220 0.64090
*
```

***

A cluster of 10 separate species, C63H154N10O19 in total. Source: the OMol25 dataset; level of theory: ωB97M-V/def2-TZVPD.

Calculated values
HOMO = -0.2949 Ha
DFT total energy = -121614.9619 eV
energy above the lowest of the compared OMol25 structures with the same formula, charge and spin = 74.5 kcal/mol
HOMO-LUMO gap = 0.3140 Eh
structure (SMILES) = CC1(C)CCCC(C)(C)N1O.COCCNCCOC.COCCNCCOC.COCCNCCOC.COCCNCCOC.COCCNCCOC.COCCNCCOC.COCCNCCOC.COCCNCCOC.COCCNCCOC

Geometry as ORCA input:
```
! wB97M-V def2-TZVPD RIJCOSX def2/J DEFGRID3
* xyz 0 1
C -4.41251 -1.59053 6.47358
C -3.58228 -0.58289 5.66401
C -3.18194 0.52668 6.67564
C -1.97920 0.20731 7.62094
C -0.88102 -0.36020 6.82545
C -1.28400 -1.49739 5.88913
N -2.42011 -1.15397 5.03872
O -2.67828 -2.09047 4.03956
C -0.08541 -1.76192 4.90331
C -1.42652 -2.72076 6.76162
C -4.49044 0.03893 4.58459
H -4.04458 -1.88001 7.45791
H -4.44279 -2.49335 5.86356
H -5.45714 -1.28821 6.54744
H -3.00457 1.52273 6.27003
H -4.00116 0.68203 7.37769
H -2.36476 -0.44342 8.40580
H -1.56378 1.09644 8.09526
H -0.00554 -0.67549 7.39310
H -0.44220 0.43025 6.21658
H -0.25472 -2.62613 4.26098
H 0.11701 -0.92970 4.22914
H 0.82188 -1.93874 5.48095
H -2.03990 -3.42319 6.19730
H -0.50130 -3.19540 7.08841
H -1.90923 -2.49089 7.71149
H -4.72051 -0.61725 3.74519
H -3.99907 0.94645 4.23379
H -5.42862 0.37904 5.02304
H -2.14932 -1.66301 3.36202
C 5.39641 -7.14537 -1.95895
O 4.61714 -7.27007 -0.73918
C 3.34504 -6.62464 -0.76203
C 2.66364 -6.77880 0.61053
N 3.14868 -5.81103 1.62210
C 2.69931 -6.16929 2.95457
C 3.62061 -5.65090 4.09472
O 4.99883 -5.88703 3.84895
C 5.55707 -7.14769 4.12179
H 6.13543 -7.94372 -1.89120
H 5.87739 -6.18078 -2.12124
H 4.78668 -7.34293 -2.84060
H 2.69447 -7.13690 -1.47087
H 3.39820 -5.58032 -1.06974
H 2.85334 -7.80417 0.92792
H 1.59008 -6.64470 0.47790
H 4.15329 -5.88663 1.69395
H 2.68635 -7.25433 3.05767
H 1.70314 -5.78916 3.18096
H 3.28409 -6.14801 5.00452
H 3.46756 -4.60655 4.36675
H 6.64408 -7.21625 4.16422
H 5.21241 -7.70276 3.24932
H 5.09041 -7.50895 5.03821
C 3.73002 4.96804 -2.38825
O 2.26697 4.94870 -2.22428
C 1.85904 5.55729 -0.95029
C 0.28735 5.60637 -0.90546
N -0.27620 6.51808 -1.92091
C -1.70307 6.42163 -1.84160
C -2.37291 7.00414 -3.08739
O -2.06711 6.20631 -4.28854
C -2.61695 6.62912 -5.49411
H 3.91646 4.40994 -3.30578
H 4.19273 4.30258 -1.65945
H 4.13117 5.97974 -2.44874
H 2.30560 6.54039 -0.80132
H 2.02826 4.84871 -0.13950
H -0.05346 5.87005 0.09575
H 0.02514 4.57958 -1.16051
H 0.05044 6.32765 -2.85747
H -2.11461 6.84573 -0.92570
H -1.99889 5.37597 -1.75690
H -1.86736 7.94952 -3.28428
H -3.45629 7.05675 -2.97970
H -3.70193 6.72376 -5.44986
H -2.26008 6.04987 -6.34570
H -2.21228 7.60448 -5.76433
C 2.61760 -2.28572 0.92104
O 1.48468 -1.52386 0.47479
C 0.32385 -2.26575 0.68779
C -0.77955 -1.16462 0.58518
N -0.88583 -0.30272 1.76238
C -2.12329 0.53073 1.82132
C -2.09461 1.71854 0.81463
O -3.32440 2.34667 0.88512
C -3.55996 3.33717 -0.15893
H 3.57004 -1.80469 0.69841
H 2.70679 -3.22745 0.37949
H 2.75897 -2.44213 1.99047
H 0.33819 -2.69235 1.69074
H 0.24635 -3.12221 0.01802
H -1.67545 -1.77855 0.49261
H -0.70240 -0.49948 -0.27491
H -0.05315 0.25631 1.88163
H -2.31125 0.99725 2.78834
H -2.97546 -0.14078 1.71652
H -1.85927 1.29383 -0.16125
H -1.21688 2.32190 1.04623
H -3.63374 2.86783 -1.13993
H -2.69448 3.99965 -0.14606
H -4.44028 3.95710 0.01081
C 0.87689 1.62858 -1.51825
O -0.33778 2.06359 -2.20283
C -0.16706 2.32628 -3.56952
C -1.38070 3.12811 -4.05275
N -2.56690 2.24485 -4.04143
C -3.71419 3.12596 -4.15272
C -4.97483 2.31159 -4.56347
O -6.02875 3.19122 -4.72460
C -7.29990 2.51733 -4.87904
H 0.58617 1.33829 -0.50864
H 1.71206 2.32836 -1.54846
H 1.24028 0.68101 -1.91594
H -0.05054 1.36400 -4.06806
H 0.69358 2.98831 -3.66506
H -1.34979 3.51971 -5.06950
H -1.53767 3.93935 -3.34188
H -2.49036 1.65317 -3.22647
H -3.54447 3.85939 -4.94100
H -3.92401 3.63598 -3.21253
H -5.21318 1.68924 -3.70093
H -4.87068 1.88896 -5.56279
H -7.52927 2.02616 -3.93340
H -7.19160 1.82077 -5.71041
H -8.10036 3.23743 -5.04875
C 7.30700 4.89889 -0.34915
O 8.28437 4.29757 0.34604
C 8.04767 2.90278 0.57049
C 6.68347 2.55360 1.17143
N 5.60467 2.35428 0.22172
C 4.39944 1.85321 0.88043
C 3.73698 2.94182 1.82744
O 2.35312 2.73581 2.14061
C 2.14867 1.50657 2.82058
H 6.99540 4.33861 -1.23068
H 7.80316 5.73446 -0.84287
H 6.44211 5.26380 0.20484
H 8.81328 2.68845 1.31615
H 8.28652 2.36962 -0.34973
H 6.43272 3.36593 1.85359
H 6.88028 1.56225 1.57958
H 5.90746 1.73007 -0.51230
H 4.74591 0.96154 1.40290
H 3.63064 1.57490 0.15960
H 3.87734 3.84316 1.23081
H 4.31047 3.14483 2.73187
H 2.63598 0.74973 2.20592
H 1.09334 1.30814 3.00769
H 2.69364 1.64560 3.75426
C -5.50076 7.15145 0.69232
O -5.93913 6.11292 -0.17265
C -6.65884 6.51664 -1.28686
C -7.45901 5.31182 -1.92153
N -8.42628 4.88725 -0.87217
C -8.81521 3.48337 -1.10495
C -7.77035 2.49099 -0.56671
O -7.56913 2.68153 0.80021
C -6.60981 1.93487 1.51396
H -5.00395 6.57985 1.47625
H -6.38352 7.71578 0.99293
H -4.82294 7.89351 0.27042
H -5.95744 7.00802 -1.96116
H -7.32290 7.29936 -0.92014
H -6.75566 4.52624 -2.19769
H -7.97356 5.69713 -2.80180
H -7.84843 4.92842 -0.04482
H -9.00110 3.26478 -2.15650
H -9.73976 3.34606 -0.54416
H -6.91098 2.70183 -1.20322
H -8.15788 1.49011 -0.75689
H -5.66813 1.97293 0.96634
H -6.88016 0.88330 1.60997
H -6.41012 2.30686 2.51887
C 5.70351 -5.77344 -5.94701
O 4.95934 -5.11903 -4.88857
C 5.59721 -3.96109 -4.25809
C 4.56125 -3.44017 -3.14052
N 3.44069 -2.78861 -3.85908
C 2.37415 -2.52179 -2.90673
C 1.16203 -1.78138 -3.54740
O 0.49077 -2.53672 -4.52573
C -0.31765 -1.88178 -5.46870
H 5.05870 -6.62480 -6.16497
H 6.69314 -5.99302 -5.54636
H 5.85334 -5.13309 -6.81627
H 5.92309 -3.16542 -4.92804
H 6.46088 -4.39131 -3.75105
H 5.02073 -2.65119 -2.54514
H 4.18809 -4.31677 -2.61097
H 3.07668 -3.48328 -4.49549
H 2.75416 -1.97730 -2.04231
H 1.94589 -3.47588 -2.59943
H 1.58776 -0.89879 -4.02478
H 0.47713 -1.43824 -2.77199
H -0.90252 -2.64867 -5.97654
H 0.26160 -1.38820 -6.24904
H -0.96126 -1.08970 -5.08597
C -5.31346 -0.07926 -1.17499
O -4.43108 -1.20635 -1.11528
C -3.96639 -1.56880 -2.47232
C -3.15287 -2.92140 -2.55673
N -3.85177 -4.11217 -2.14675
C -4.88979 -4.51206 -3.12850
C -4.44713 -5.21082 -4.45439
O -4.33785 -4.21527 -5.49795
C -3.41441 -4.53887 -6.52526
H -5.64380 0.05372 -0.14480
H -6.11258 -0.45666 -1.81303
H -4.77619 0.79079 -1.55240
H -3.29919 -0.77369 -2.80509
H -4.81573 -1.69028 -3.14460
H -2.21855 -2.89723 -1.99587
H -2.85802 -2.96483 -3.60520
H -4.30434 -3.84651 -1.28378
H -5.39982 -3.63120 -3.51842
H -5.63221 -5.20525 -2.73303
H -5.15729 -5.97062 -4.78072
H -3.49530 -5.69867 -4.24435
H -3.55293 -3.71390 -7.22407
H -3.58416 -5.49494 -7.02046
H -2.38023 -4.58969 -6.18470
C 3.29464 -0.02657 6.04283
O 4.22305 0.36320 5.07130
C 5.59045 0.12672 5.37435
C 6.49345 0.21164 4.09196
N 6.73101 -1.15875 3.51674
C 5.45631 -1.76797 3.05742
C 5.72737 -3.14160 2.42138
O 6.27761 -2.90211 1.13765
C 6.38629 -4.02942 0.31503
H 3.27044 0.56615 6.95726
H 3.45022 -1.04983 6.38463
H 2.33693 -0.07666 5.52477
H 5.74800 -0.83173 5.86896
H 5.88007 0.88809 6.09861
H 7.47804 0.61965 4.32046
H 6.02766 0.77627 3.28428
H 7.31379 -1.11754 2.69287
H 4.86363 -1.11654 2.41519
H 4.83430 -1.97805 3.92753
H 4.70373 -3.50691 2.33884
H 6.36248 -3.80798 3.00503
H 5.43356 -4.55834 0.28967
H 7.16364 -4.72279 0.63609
H 6.59405 -3.72056 -0.70944
*
```

***

> Which value of DFT total energy does entry 4 give?

-61048.3215 eV